The following is a quantum chemistry calculation of 14 unconnected molecules or ions with the total composition C61H149N21O17 in a non-equilibrium geometry, from the Open Molecules 2025 dataset.

XYZ file:
```
248
Properties=species:S:1:pos:R:3:forces:R:3:mulliken_charge:R:1
C -8.18408 29.72026 -16.78755 0.8 -1.9 -0.6 -0.768
O -7.97703 28.78044 -15.70043 -0.6 0.9 0.7 -0.385
C -6.59404 28.70092 -15.34012 0.3 0.5 -1.7 -0.466
C -6.24394 27.52036 -14.52004 -0.2 -0.5 1.3 -0.640
N -6.94378 27.58282 -13.19303 0.7 0.3 -2.1 -0.365
C -6.79080 26.38334 -12.38142 -2.7 -0.9 -2.0 -0.649
C -6.36754 26.64615 -10.99262 2.5 -1.8 -0.2 -0.236
O -6.35200 25.44465 -10.21105 -2.4 0.7 1.4 -0.449
C -5.62596 24.28601 -10.55452 -0.1 1.4 0.5 -0.504
H -8.19018 29.12082 -17.69790 0.3 -0.3 -0.3 0.282
H -7.28672 30.33085 -16.88766 -0.6 0.8 0.2 0.339
H -9.17161 30.17165 -16.88306 0.2 0.5 1.2 0.269
H -6.18156 29.61383 -14.91051 -0.4 0.3 0.1 0.317
H -6.12321 28.51129 -16.30472 0.8 0.3 -0.1 0.437
H -5.16629 27.41587 -14.39413 0.1 0.3 0.0 0.318
H -6.56981 26.67871 -15.13121 -0.1 -0.6 0.2 0.337
H -7.84876 27.58450 -13.64148 -0.9 0.2 1.2 0.286
H -6.45224 25.54070 -12.98426 1.7 0.1 0.3 0.439
H -7.78668 25.94200 -12.34221 -0.7 0.2 0.8 0.325
H -7.00616 27.44790 -10.62185 0.1 -0.4 0.7 0.253
H -5.30819 26.90207 -10.97355 0.2 1.1 -0.2 0.114
H -4.58436 24.52719 -10.34239 0.5 -0.2 -1.0 0.289
H -5.93158 23.97287 -11.55283 0.7 -0.5 0.0 0.276
H -5.85606 23.55036 -9.78382 -0.5 -0.2 -0.3 0.198
C -6.27428 12.98826 -10.13401 -0.1 -0.3 1.3 -0.610
O -6.47943 12.83595 -8.70977 -0.1 2.3 0.0 -0.388
C -6.80295 14.15115 -8.07892 -0.7 -1.9 0.7 -0.067
C -7.13672 13.85374 -6.59222 0.2 1.2 0.3 -0.434
N -6.23744 12.90346 -5.96502 -0.7 -0.5 1.2 -0.022
C -6.83054 12.27860 -4.71951 -0.5 -0.1 -1.2 -0.710
C -8.13089 11.44571 -4.96047 0.2 0.2 1.7 -0.241
O -8.65412 10.90670 -3.68899 -0.5 -1.1 -1.6 -0.374
C -9.84377 10.10696 -4.07919 1.2 1.5 0.2 -0.691
H -5.60008 13.81776 -10.34728 0.2 0.0 0.0 0.161
H -7.22094 13.19549 -10.63300 -0.1 -0.1 -0.1 0.274
H -5.85610 12.02311 -10.41985 0.0 0.2 -0.4 0.261
H -7.70387 14.55161 -8.54376 0.0 0.0 -0.2 0.313
H -6.03658 14.92158 -8.16386 0.5 -0.4 -0.3 0.009
H -8.20247 13.74141 -6.39306 -0.3 -1.3 -0.7 0.220
H -7.07488 14.76994 -6.00497 0.7 0.7 -0.2 0.031
H -5.83774 12.31095 -6.67865 -0.3 -0.6 0.3 0.331
H -7.01875 13.08275 -4.00815 -0.1 0.1 -0.1 0.174
H -6.16274 11.58023 -4.21512 0.4 0.2 -0.3 0.391
H -7.83647 10.61929 -5.60734 -0.4 -0.1 -0.3 0.248
H -8.99318 12.01069 -5.31453 0.4 0.2 -0.8 0.308
H -10.53444 10.81397 -4.53876 -0.5 0.0 0.3 0.319
H -10.27003 9.62345 -3.20020 0.2 0.1 -0.1 0.255
H -9.62576 9.41951 -4.89649 0.4 -0.4 0.3 0.283
C 6.38061 20.79983 -3.14122 -0.3 -0.6 2.0 -0.783
O 6.26519 21.82353 -4.01180 0.6 2.3 -1.9 -0.325
C 5.60381 21.63389 -5.26405 -1.1 -1.7 2.4 -0.242
C 5.53362 22.91921 -5.96495 1.5 2.0 -1.6 -0.560
N 4.67509 22.95564 -7.11911 -1.1 -0.6 -1.1 -0.174
C 4.63994 24.10188 -8.02727 0.9 0.6 1.3 -0.784
C 4.01311 25.36351 -7.35610 -0.8 -0.4 -1.0 0.246
O 4.00244 26.42523 -8.29127 1.9 -2.0 -1.2 -0.374
C 3.50443 27.62832 -7.92365 -1.5 0.2 0.9 -0.810
H 7.37524 20.36033 -3.06599 0.1 -0.3 -0.5 0.260
H 5.59971 20.04191 -3.20325 0.0 -0.3 -0.4 0.316
H 6.21912 21.27567 -2.17396 0.0 -0.2 0.5 0.272
H 4.60696 21.33259 -4.94217 -0.5 -0.3 -0.6 0.222
H 6.08563 20.80297 -5.77935 0.0 0.2 -0.6 0.297
H 6.53919 23.05509 -6.36303 0.4 0.3 -0.1 0.327
H 5.40480 23.78397 -5.31403 -0.3 -0.3 0.7 0.265
H 3.69989 22.82429 -6.89144 0.0 -0.5 0.7 0.222
H 4.05696 23.79291 -8.89489 -0.1 0.3 0.0 0.101
H 5.63844 24.35543 -8.38338 0.2 0.0 0.0 0.435
H 4.42453 25.66456 -6.39266 0.4 -0.1 0.0 0.550
H 2.97085 25.08647 -7.19788 -0.4 0.0 0.5 -0.306
H 4.16744 28.22890 -7.30089 0.4 0.4 -0.4 0.316
H 2.64218 27.43133 -7.28660 -0.6 0.3 0.2 0.305
H 3.13099 28.07142 -8.84685 0.3 0.7 0.2 0.270
C -0.26979 15.16814 -17.06470 -1.6 0.9 0.9 -1.886
C -0.92481 15.75962 -15.73035 -0.4 0.3 1.5 1.412
C 0.20708 16.55826 -14.98072 0.6 -0.4 1.5 -1.422
C -0.11420 17.86077 -14.13697 0.0 -1.0 -1.7 -0.666
C -1.50724 17.78846 -13.60201 -1.1 -0.1 -1.4 -0.713
C -2.59290 17.58169 -14.80998 0.4 1.5 1.1 1.923
N -2.12558 16.70464 -15.89250 3.5 -0.1 -1.0 0.174
O -3.03167 16.23692 -16.88887 0.2 0.4 1.8 -0.440
C -3.80740 17.13084 -14.05983 -0.6 -0.7 0.3 -1.858
C -3.02960 18.98360 -15.39097 1.6 -0.4 0.5 -1.669
C -1.39492 14.55642 -14.76071 0.7 0.7 -0.6 -1.361
H -0.06782 15.98088 -17.76238 -0.2 0.0 -0.1 0.440
H -0.97852 14.45495 -17.48560 0.1 0.1 -0.3 0.390
H 0.67988 14.65832 -16.90246 -0.1 0.0 0.6 0.402
H 0.60815 15.83610 -14.26958 -0.2 -0.3 0.5 0.405
H 1.13809 16.65717 -15.53887 -0.4 0.7 -0.8 0.462
H -0.07326 18.68524 -14.84878 0.0 0.3 0.1 0.327
H 0.61709 18.07397 -13.35731 0.2 -0.3 -0.1 0.356
H -1.74186 18.69655 -13.04664 -0.3 0.4 -0.4 0.021
H -1.70073 17.02629 -12.84720 0.4 -0.5 -0.2 0.394
H -4.13548 17.95405 -13.42518 -0.2 0.0 -0.3 0.214
H -4.59751 16.85362 -14.75767 -0.3 0.0 0.2 0.609
H -3.58410 16.32073 -13.36559 -0.2 -0.4 -0.2 0.381
H -2.19165 19.53482 -15.81769 0.2 -0.6 -1.0 0.376
H -3.85242 18.79868 -16.08153 0.1 0.6 0.0 0.460
H -3.20686 19.68658 -14.57704 -1.2 -0.5 0.3 0.000
H -0.68831 13.72651 -14.76869 0.0 -0.2 -0.5 0.445
H -2.39867 14.20317 -14.99692 0.0 -0.1 -0.2 0.270
H -1.38683 14.83138 -13.70599 -0.2 0.6 -0.1 0.256
H -3.43370 15.55306 -16.34822 -0.9 -0.6 -0.6 0.374
C -5.00677 18.59490 -2.95586 -0.7 1.3 -1.2 -1.528
C -4.40823 17.26467 -3.25571 0.2 -1.3 0.2 1.962
C -3.89541 17.12799 -4.74892 1.6 2.9 0.7 -1.743
C -2.47665 17.81121 -4.84094 0.1 -2.2 -1.2 0.085
C -1.60394 17.01067 -3.88496 -0.3 1.2 0.8 -1.069
C -1.92573 17.32221 -2.40577 -1.6 -1.5 0.8 1.437
N -3.38134 16.95631 -2.22204 2.8 -0.3 -5.4 0.554
O -3.80954 16.84172 -0.97775 -1.4 0.1 2.7 -0.546
C -1.07939 16.29844 -1.66275 0.6 -0.7 0.5 -1.757
C -1.47929 18.72575 -1.98549 -0.6 0.5 -0.7 -1.397
C -5.54691 16.27063 -3.25409 -0.3 -0.6 1.6 -2.257
H -5.64232 18.81602 -3.81334 0.4 0.8 -0.5 0.368
H -4.18379 19.28870 -2.78426 -0.5 0.5 -0.2 0.058
H -5.79406 18.69106 -2.20817 0.7 -0.6 0.8 0.310
H -3.84721 16.12843 -5.18095 0.1 -0.3 0.7 0.547
H -4.57329 17.67683 -5.40266 -0.3 0.1 0.2 0.718
H -2.35029 18.89376 -4.85567 -0.6 0.2 1.0 0.322
H -2.03866 17.61397 -5.81939 -0.2 -0.3 -0.5 -0.733
H -0.54357 17.16016 -4.08833 0.1 0.3 0.2 1.221
H -1.76305 15.93428 -3.94941 -0.3 0.0 -0.5 -0.266
H -0.13182 16.29779 -2.20147 0.5 0.2 0.7 0.421
H -0.96940 16.41998 -0.58515 0.2 0.6 -0.1 0.399
H -1.37119 15.25002 -1.72405 -0.7 0.0 -0.5 0.332
H -0.68428 18.87617 -2.71586 0.5 0.8 0.6 0.394
H -2.22657 19.50857 -2.11531 -0.2 -0.2 -0.7 0.133
H -1.22747 18.93311 -0.94545 0.6 -0.8 0.0 0.332
H -5.25421 15.24868 -3.01319 0.5 -0.3 -0.9 0.494
H -6.06023 16.37852 -4.20958 -0.4 -0.4 0.3 0.298
H -6.17968 16.45710 -2.38637 -0.6 0.4 -0.3 0.472
H -4.18894 15.95996 -0.99069 -0.1 -0.3 0.8 0.367
C -1.24241 23.80650 -9.01867 -1.6 -0.1 -0.6 -2.943
C -0.39369 24.61905 -9.95455 0.9 1.8 -1.2 2.964
C 1.06503 24.14753 -9.88132 0.2 1.4 -0.4 -0.685
C 2.01498 24.70608 -10.98882 -0.9 -1.4 -0.6 -0.408
C 1.47759 24.48481 -12.44037 -0.2 0.5 2.0 -1.663
C 0.07587 25.08457 -12.62664 0.2 -0.8 -0.1 1.449
N -0.80488 24.51144 -11.45841 1.2 0.1 0.5 0.204
O -2.07890 25.04947 -11.61391 -0.9 0.0 0.1 -0.113
C 0.12167 26.60898 -12.91258 -0.7 -0.5 1.0 -1.484
C -0.57419 24.47618 -13.87394 -1.1 -0.9 -0.2 -1.957
C -0.49807 26.08304 -9.43696 0.3 1.3 -2.1 -2.044
H -2.29812 23.99940 -9.20937 -0.2 0.3 -0.2 0.271
H -1.18014 24.21069 -8.00830 0.8 -0.6 0.2 0.459
H -1.17883 22.72730 -9.15794 0.5 0.0 0.5 0.532
H 1.46825 24.62748 -8.98959 0.0 -0.8 0.6 -0.223
H 0.99375 23.06329 -9.79509 0.7 0.0 -0.1 0.489
H 2.92977 24.11390 -10.96446 0.2 0.2 0.3 0.509
H 2.29492 25.74477 -10.81321 -0.2 0.0 0.1 0.161
H 1.35804 23.40731 -12.55354 0.4 -0.1 -0.4 0.374
H 2.26930 24.92283 -13.04818 -0.5 -0.2 -0.7 0.458
H 0.93738 27.11543 -12.39660 0.2 0.0 -0.4 0.326
H 0.08830 26.67747 -13.99991 0.6 0.6 0.2 0.456
H -0.78451 27.10830 -12.56963 -0.2 0.1 0.0 0.233
H -0.53931 23.38747 -13.91390 0.6 -0.1 0.2 0.345
H -1.65401 24.62243 -13.84751 -0.1 0.5 0.0 0.476
H -0.25094 24.81808 -14.85715 0.5 0.3 0.3 0.506
H -1.48766 26.53978 -9.42258 -0.6 -0.8 1.5 0.473
H -0.22051 26.81926 -10.19131 1.1 -0.3 -0.9 0.517
H 0.21655 26.38149 -8.66992 -0.6 -0.5 0.7 0.294
H -2.01051 25.99411 -11.45713 -0.1 0.5 0.1 0.230
C 2.99398 15.50774 -5.66747 1.2 -1.0 1.0 -2.052
C 1.97656 14.32071 -5.80328 1.2 0.9 1.4 1.098
C 1.09317 14.29174 -4.43930 1.7 0.7 -1.0 -0.566
C 0.00629 13.32900 -4.47813 -2.4 -0.7 -1.8 -0.760
C -0.89907 13.70277 -5.70156 1.2 -1.3 -1.4 -0.762
C -0.17291 13.88668 -7.11043 0.6 1.0 0.2 1.797
N 1.15853 14.60387 -6.95744 -2.6 -0.7 2.5 0.948
O 1.91543 14.63621 -8.09828 0.2 0.0 -1.3 -0.631
C -0.08107 12.58046 -7.83744 -0.7 -1.5 -0.6 -1.844
C -1.02808 14.87561 -7.93357 -0.2 0.1 0.1 -2.362
C 2.85672 13.01841 -5.88107 -0.9 -0.6 -0.3 -1.712
H 3.68296 15.06697 -4.94695 0.2 0.5 0.7 0.478
H 2.73037 16.50127 -5.30484 -0.9 -0.3 0.1 0.277
H 3.72185 15.70505 -6.45447 -0.6 -0.4 -0.8 0.409
H 1.74157 14.01338 -3.60852 0.4 0.6 0.0 0.504
H 0.59493 15.24975 -4.29072 0.7 0.4 0.1 -0.242
H -0.70444 13.34029 -3.65180 0.4 0.3 0.5 0.423
H 0.35326 12.29636 -4.51522 0.0 -0.1 -0.4 0.516
H -1.53461 14.57828 -5.56862 0.1 -0.2 0.5 -0.162
H -1.49062 12.81067 -5.90730 -0.7 0.3 0.2 0.454
H 0.25254 11.72368 -7.25200 0.6 0.2 0.2 0.343
H -1.08485 12.24863 -8.10276 -0.4 0.2 0.0 0.548
H 0.41779 12.57403 -8.80656 0.5 0.4 0.2 0.304
H -1.12096 15.75558 -7.29707 0.0 0.4 -0.4 0.504
H -0.60764 15.11453 -8.91043 0.6 0.2 0.1 0.149
H -2.03259 14.56345 -8.21922 -0.2 -0.6 0.5 0.616
H 3.56022 12.97854 -6.71269 -0.2 0.4 -0.3 0.389
H 2.19255 12.16185 -5.99634 -0.1 -0.1 -0.2 0.366
H 3.45739 12.72828 -5.01903 -0.1 0.7 0.4 0.400
H 1.65462 15.50387 -8.41567 0.5 0.1 -0.6 0.460
C -5.25797 17.64431 -10.71566 -2.2 -4.7 3.5 -0.119
O -6.06332 16.84383 -10.16282 1.0 0.7 -0.3 -0.717
N -5.61026 18.52805 -11.54132 -1.9 4.2 -3.5 0.126
N -3.95450 17.65214 -10.45853 0.9 -0.4 0.5 0.334
H -6.56769 18.69695 -11.81502 0.2 -0.4 0.2 0.318
H -4.96377 19.29464 -11.66171 -0.1 0.6 -0.6 0.161
H -3.42485 18.19231 -11.12769 1.0 -0.3 0.7 -0.135
H -3.68349 17.00606 -9.73104 0.7 0.1 -0.6 0.068
C 1.06917 22.82077 -5.23866 2.1 1.4 -2.7 0.387
O 2.30307 22.78146 -5.51169 -2.0 -0.6 1.5 -0.763
N 0.22360 21.81391 -5.10482 0.8 -3.2 0.7 0.021
N 0.35515 23.91950 -5.44137 -0.6 3.5 0.0 -0.063
H 0.73920 20.97895 -4.86584 -0.7 -0.4 0.1 0.099
H -0.73023 21.96148 -4.80727 0.1 0.0 0.4 -0.010
H 0.80646 24.82204 -5.48430 0.2 -0.4 0.0 0.263
H -0.61467 23.97015 -5.16390 0.1 -0.2 0.4 0.017
C -2.05619 20.07195 -7.81890 -3.1 2.4 2.0 0.267
O -2.76566 20.95482 -7.31012 -1.9 0.2 -0.5 -0.581
N -2.43776 18.96673 -8.42755 0.4 -2.1 -1.0 1.211
N -0.79579 20.22332 -7.62413 5.2 -0.3 -0.4 0.623
H -1.65829 18.32664 -8.48050 -0.3 -0.5 -0.5 -0.458
H -3.35324 18.58566 -8.61936 0.1 0.9 0.5 -0.255
H -0.43492 21.04249 -7.15634 -0.4 -0.1 0.0 -0.225
H -0.12898 19.65781 -8.12975 0.1 -0.1 0.1 -0.088
C -3.15501 23.19909 -3.67525 -0.7 0.0 -1.0 0.773
O -1.97323 23.35919 -3.65553 4.2 0.2 0.6 -0.751
N -3.78249 23.07667 -4.80268 -2.0 -0.1 -3.0 -0.202
N -3.91722 23.15915 -2.62134 -1.4 -0.1 4.3 -0.505
H -3.22172 23.08668 -5.64264 -0.6 -0.1 -0.1 -0.005
H -4.79146 23.12061 -4.79032 0.3 -0.2 -0.7 0.163
H -3.41211 23.05765 -1.75263 -0.2 0.2 0.0 0.247
H -4.89721 22.91982 -2.57177 0.3 0.0 -0.5 0.189
C -6.89880 19.80001 -7.60258 -1.2 1.3 2.2 0.638
O -7.25011 20.37162 -6.53372 0.3 -1.5 -1.9 -0.734
N -7.65850 18.98289 -8.37872 0.1 0.2 -0.1 -0.297
N -5.66383 20.00614 -8.10346 0.7 0.1 -0.1 0.235
H -8.56453 18.63088 -8.10432 0.4 0.3 0.0 0.218
H -7.17570 18.64098 -9.19732 -0.6 -0.7 0.1 0.123
H -5.05824 20.58403 -7.53829 0.4 -0.1 -0.4 -0.173
H -5.42198 19.71079 -9.03855 0.2 0.2 0.3 0.016
C 1.48239 17.58700 -9.81187 0.4 -1.5 -0.5 0.388
O 0.53452 17.93049 -9.22944 -5.8 2.6 3.4 -0.471
N 2.66408 18.00951 -9.53283 4.6 1.7 0.2 -0.391
N 1.41979 16.59190 -10.65497 0.6 -2.0 -2.6 -0.335
H 2.78458 18.73900 -8.84478 0.1 -0.1 -0.4 0.215
H 3.38505 17.80185 -10.20898 0.3 0.4 0.6 0.145
H 0.52886 16.13081 -10.77216 0.5 0.0 -0.4 0.102
H 2.29123 16.37418 -11.11680 -0.8 -0.9 -0.3 0.145
C -3.27015 21.64080 -11.94455 -0.4 -3.2 -0.6 0.046
O -3.94048 20.58991 -12.06896 -0.2 0.8 0.3 -0.965
N -2.44936 22.04900 -12.88357 0.6 0.3 -2.1 0.039
N -3.08577 22.35601 -10.87782 -1.0 0.8 2.7 0.503
H -2.44993 21.50584 -13.73508 0.6 0.4 0.1 0.266
H -1.74230 22.65828 -12.49765 0.6 0.0 -1.2 0.065
H -2.55495 23.20256 -11.02512 -0.5 0.1 0.7 -0.260
H -3.66832 22.19395 -10.06883 0.3 0.2 0.0 -0.110
```
Forces are in eV/Å.

Its highest occupied orbital energy is -7.270 eV. The electronic energy comes out at -131761.9779 eV.